Record 1
A structure of composition C26H30BrN2O2OsP, computed with ωB97M-V with the def2-TZVPD basis set.

Atoms and positions in Å:
1 Os -0.151 0.114 -0.097
2 C -1.044 2.421 3.475
3 C -1.069 1.486 2.447
4 N -0.267 1.584 1.385
5 C 0.608 2.624 1.302
6 C 0.708 3.587 2.301
7 C -0.155 3.469 3.405
8 C 1.687 4.634 2.167
9 C 2.502 4.682 1.094
10 C 2.400 3.700 0.046
11 C 3.217 3.699 -1.104
12 C 3.044 2.736 -2.063
13 C 2.051 1.766 -1.885
14 N 1.276 1.747 -0.812
15 C 1.450 2.691 0.148
16 H -1.713 2.302 4.316
17 H -1.732 0.632 2.485
18 H -0.108 4.203 4.200
19 H 1.760 5.376 2.951
20 H 3.246 5.463 1.002
21 H 3.977 4.463 -1.220
22 H 3.655 2.711 -2.954
23 H 1.882 0.993 -2.626
24 C -3.691 -0.504 -0.753
25 P -2.384 0.710 -1.021
26 C -2.258 0.893 -2.813
27 C -3.050 2.272 -0.406
28 H -4.622 -0.096 -1.152
29 H -3.820 -0.721 0.307
30 H -3.454 -1.433 -1.271
31 H -3.257 1.076 -3.212
32 H -1.849 -0.015 -3.256
33 H -1.609 1.731 -3.068
34 H -3.967 2.494 -0.956
35 H -2.340 3.086 -0.556
36 H -3.288 2.197 0.655
37 Br -3.199 -6.991 0.346
38 C -2.314 -5.536 -0.423
39 C -2.080 -4.402 0.344
40 C -1.425 -3.328 -0.232
41 C -1.005 -3.374 -1.558
42 C -1.249 -4.522 -2.313
43 C -1.901 -5.603 -1.747
44 C -0.314 -2.269 -2.239
45 O -0.014 -2.226 -3.388
46 O -0.020 -1.124 -1.477
47 H -2.403 -4.372 1.375
48 H -1.248 -2.448 0.371
49 H -0.918 -4.557 -3.342
50 H -2.087 -6.495 -2.328
51 C 3.463 -0.681 0.680
52 C 2.285 -1.650 0.636
53 C 2.618 -2.940 1.398
54 C 1.025 -1.035 1.263
55 H 4.350 -1.143 0.246
56 H 3.702 -0.415 1.712
57 H 3.270 0.240 0.126
58 H 2.092 -1.931 -0.401
59 H 2.789 -2.735 2.457
60 H 3.525 -3.388 0.991
61 H 1.811 -3.670 1.313
62 H 1.272 -0.373 2.098
63 H 0.341 -1.805 1.628

Total charge: +2
2S+1: 5
Energy relative to the best compared isomer or geometry (same formula, charge and spin), eV: 0.0000
Frontier orbital gap (alpha / beta), eV: 6.999 / 5.442
<S²>: 6.016
Electronic energy, eV: -116308.27958

=====

Record 2
A structure of composition C26H30ClMnN5O4PSi, computed with ωB97M-V with the def2-TZVPD basis set.

Atoms and positions in Å:
1 Mn -1.491 0.950 2.156
2 N -0.348 -1.728 5.090
3 C -0.229 -1.508 3.784
4 N -0.499 -0.246 3.524
5 C -0.825 0.280 4.760
6 N -0.731 -0.598 5.748
7 C -1.227 1.661 4.809
8 C -1.604 2.357 5.946
9 N -1.966 3.625 5.956
10 C -1.913 4.219 4.709
11 C -1.570 3.574 3.568
12 N -1.222 2.244 3.549
13 H -0.199 -2.583 5.598
14 H 0.064 -2.263 3.076
15 H -1.611 1.826 6.892
16 H -2.188 5.264 4.664
17 H -1.565 4.074 2.608
18 O -2.782 1.902 0.611
19 C -1.705 1.685 0.028
20 O -0.568 2.045 0.477
21 C -1.655 0.853 -1.245
22 P 0.011 0.268 -1.584
23 C 0.972 1.626 -2.224
24 C 1.997 2.171 -1.459
25 C 2.716 3.255 -1.937
26 C 2.398 3.803 -3.171
27 C 1.361 3.276 -3.928
28 C 0.644 2.189 -3.457
29 C -0.179 -0.997 -2.858
30 C 0.587 -1.051 -4.016
31 C 0.452 -2.123 -4.887
32 C -0.443 -3.142 -4.602
33 C -1.206 -3.094 -3.443
34 C -1.075 -2.029 -2.570
35 H -1.922 1.490 -2.097
36 H -2.350 0.019 -1.179
37 H 2.213 1.774 -0.476
38 H 3.509 3.679 -1.338
39 H 2.955 4.654 -3.539
40 H 1.107 3.713 -4.883
41 H -0.163 1.781 -4.053
42 H 1.290 -0.260 -4.248
43 H 1.047 -2.158 -5.790
44 H -0.547 -3.975 -5.284
45 H -1.906 -3.887 -3.214
46 H -1.664 -2.016 -1.662
47 C 1.850 -3.328 -0.993
48 Si 2.399 -1.599 -0.588
49 C 3.324 -1.536 1.021
50 C 3.495 -0.967 -1.950
51 C 0.836 -0.561 -0.267
52 H 2.682 -4.026 -0.889
53 H 1.475 -3.400 -2.015
54 H 1.053 -3.658 -0.325
55 H 4.226 -2.148 0.971
56 H 2.717 -1.900 1.850
57 H 3.625 -0.517 1.266
58 H 4.423 -1.542 -1.920
59 H 3.758 0.085 -1.839
60 H 3.053 -1.106 -2.938
61 H 0.076 -1.266 0.093
62 H 1.014 0.141 0.553
63 Cl -3.993 -2.410 -0.370
64 C -4.236 -1.613 1.214
65 C -3.037 -0.879 1.762
66 O -1.931 -0.858 1.121
67 O -3.192 -0.235 2.813
68 H -4.544 -2.382 1.920
69 H -5.043 -0.894 1.101

2S+1: 1
Frontier orbital gap (alpha / beta), eV: 5.423 / 5.395
Electronic energy, eV: -104099.23129

=====

Record 3
A structure of composition C26H30LuN6O3PS, computed with ωB97M-V with the def2-TZVPD basis set.

Atoms and positions in Å:
1 Lu -1.345 -0.654 -2.602
2 O -1.254 -1.599 -4.513
3 N -2.087 -1.270 -0.590
4 C -2.677 -2.482 -0.799
5 C -2.830 -3.315 0.340
6 C -3.343 -4.656 0.438
7 C -3.332 -5.221 1.687
8 C -2.963 -4.567 2.875
9 C -2.370 -3.301 2.869
10 C -2.246 -2.788 1.525
11 P -1.720 -1.175 1.007
12 C -0.071 -1.003 1.618
13 C 0.975 -1.583 0.905
14 C 2.207 -1.738 1.550
15 C 2.361 -1.223 2.807
16 C 1.262 -0.683 3.540
17 C 0.030 -0.513 2.911
18 C -2.674 0.199 1.560
19 C -3.915 -0.096 2.087
20 C -4.481 0.827 2.943
21 C -3.906 2.086 3.103
22 C -2.816 2.430 2.295
23 C -2.227 1.531 1.424
24 H -1.624 -1.662 -5.379
25 H -3.183 -2.737 -1.753
26 H -3.811 -5.161 -0.411
27 H -3.742 -6.212 1.791
28 H -3.156 -4.969 3.834
29 H -1.966 -2.826 3.798
30 H 0.876 -1.892 -0.130
31 H 3.024 -2.278 1.035
32 H 3.332 -1.150 3.349
33 H 1.389 -0.478 4.581
34 H -0.815 -0.008 3.412
35 H -4.414 -0.963 1.759
36 H -5.360 0.566 3.532
37 H -4.331 2.768 3.844
38 H -2.417 3.399 2.377
39 H -1.385 1.791 0.795
40 N -0.069 0.883 -3.668
41 C 1.252 1.116 -3.089
42 C 1.391 2.551 -2.449
43 C 2.654 3.252 -2.749
44 C 3.639 3.392 -1.573
45 N 4.146 2.056 -1.097
46 C 5.312 1.855 -0.453
47 N 6.174 2.892 -0.358
48 N 5.656 0.679 0.052
49 C 1.524 -0.115 -2.144
50 O 2.587 -0.165 -1.519
51 O 0.620 -1.081 -2.127
52 H 0.001 0.231 -4.514
53 H -0.458 1.752 -4.083
54 H 2.042 0.992 -3.879
55 H 1.238 2.472 -1.335
56 H 0.457 3.129 -2.743
57 H 2.303 4.307 -3.036
58 H 3.170 2.879 -3.614
59 H 3.255 3.960 -0.717
60 H 4.429 4.020 -2.016
61 H 3.576 1.218 -1.162
62 H 5.979 3.832 -0.643
63 H 7.072 2.770 0.109
64 H 5.177 -0.161 -0.214
65 H 6.486 0.670 0.630
66 S -5.566 1.286 -1.865
67 C -4.062 1.096 -2.378
68 N -2.984 0.839 -2.781

Total charge: +2
2S+1: 1
Energy relative to the best compared isomer or geometry (same formula, charge and spin), eV: 0.0000
Frontier orbital gap, eV: 4.986
Electronic energy, eV: -96266.57952

=====

Record 4
An isolated molecule of C26H30N2O5, computed with ωB97M-V with the def2-TZVPD basis set.

Atoms and positions in Å:
1 C 3.627 7.566 -2.680
2 O 3.626 6.858 -1.448
3 C 2.515 6.962 -0.706
4 O 1.558 7.612 -1.031
5 C 2.623 6.127 0.548
6 C 2.142 4.702 0.249
7 C 2.209 3.824 1.497
8 C 1.656 2.417 1.271
9 C 2.563 1.566 0.377
10 N 2.026 0.226 0.213
11 C 2.462 -0.704 1.160
12 O 3.286 -0.413 2.002
13 N 1.969 -1.951 1.033
14 C 0.797 -2.338 0.274
15 C -0.413 -2.485 1.181
16 C -0.973 -3.730 1.427
17 C -2.079 -3.851 2.248
18 C -2.633 -2.727 2.835
19 C -2.076 -1.482 2.599
20 C -0.972 -1.361 1.776
21 C 0.520 -1.313 -0.802
22 C -0.511 -1.711 -1.759
23 O -1.034 -1.024 -2.612
24 O -0.858 -3.001 -1.567
25 C -2.014 -3.489 -2.245
26 C -3.158 -3.577 -1.270
27 C -3.686 -4.803 -0.891
28 C -4.715 -4.865 0.034
29 C -5.214 -3.703 0.596
30 C -4.685 -2.477 0.227
31 C -3.665 -2.414 -0.702
32 C 1.120 -0.094 -0.775
33 C 0.874 0.951 -1.817
34 H 3.487 8.634 -2.503
35 H 4.594 7.378 -3.139
36 H 2.820 7.208 -3.323
37 H 3.661 6.105 0.878
38 H 1.996 6.575 1.319
39 H 1.113 4.745 -0.115
40 H 2.767 4.283 -0.542
41 H 1.630 4.301 2.290
42 H 3.243 3.751 1.838
43 H 1.570 1.911 2.235
44 H 0.655 2.484 0.837
45 H 2.713 2.028 -0.596
46 H 3.533 1.454 0.869
47 H 2.268 -2.592 1.754
48 H 1.007 -3.312 -0.189
49 H -0.546 -4.606 0.962
50 H -2.512 -4.824 2.427
51 H -3.498 -2.821 3.474
52 H -2.504 -0.601 3.056
53 H -0.540 -0.388 1.590
54 H -2.252 -2.808 -3.070
55 H -1.753 -4.475 -2.639
56 H -3.294 -5.712 -1.323
57 H -5.124 -5.823 0.319
58 H -6.014 -3.752 1.320
59 H -5.071 -1.568 0.664
60 H -3.254 -1.459 -0.993
61 H 1.793 1.148 -2.369
62 H 0.533 1.880 -1.367
63 H 0.118 0.603 -2.511

2S+1: 1
Energy relative to the best compared isomer or geometry (same formula, charge and spin), eV: 0.1939
Frontier orbital gap, eV: 9.168
Electronic energy, eV: -40668.40608
Structure (SMILES): COC(=O)CCCCCN1C(=O)N[C@@H](c2ccccc2)C(C(=O)OCc2ccccc2)=C1C